Entry from the OMol25 dataset: 2 unconnected molecules or ions with the total composition CH3ClS (ωB97M-V with the def2-TZVPD basis set).

Calculated values
- Energy relative to the best compared isomer or geometry (same formula, charge and spin): 47.0 kcal/mol
- SMILES: C=S.Cl

Each atom is followed by the atoms it is bonded to, with distances in Å.
Cartesian coordinates (Å):
1 C -0.96041 -0.57320 0.26647  H2 1.064, H3 1.072, S5 1.793
2 H -1.39246 0.13436 0.93343  C1 1.064
3 H -1.34574 -1.54102 0.01246  C1 1.072
4 H 2.75522 1.08061 0.63138  Cl6 1.342
5 S -1.15700 0.16477 -1.35627  C1 1.793
6 Cl 2.10038 0.73447 -0.48747  H4 1.342


Entry from the OMol25 dataset: 6 unconnected molecules or ions with the total composition C15H33Cl6N3O3 (ωB97M-V with the def2-TZVPD basis set).

Calculated values
- Energy relative to the best compared isomer or geometry (same formula, charge and spin): 28.6 kcal/mol
- SMILES: CNC(C)=O.CNC(C)=O.CNC(C)=O.ClCCCl.ClCCCl.ClCCCl

Each atom is followed by the atoms it is bonded to, with distances in Å.
Cartesian coordinates (Å):
1 C 5.96820 13.99280 8.50451  C2 1.534, H6 1.090, H7 1.066, H8 1.161
2 C 7.40088 14.21158 9.00607  C1 1.534, O3 1.239, N4 1.331
3 O 8.11037 13.31244 9.47957  C2 1.239
4 N 7.82709 15.46919 8.91527  C2 1.331, C5 1.443, H9 1.013
5 C 9.07414 15.97335 9.43906  N4 1.443, H10 1.098, H11 1.040, H12 1.107
6 H 5.91420 12.95962 8.16198  C1 1.090
7 H 5.54496 14.71177 7.84047  C1 1.066
8 H 5.20632 13.93917 9.37881  C1 1.161
9 H 7.12597 16.13423 8.61287  N4 1.013
10 H 9.84415 16.24600 8.70466  C5 1.098
11 H 9.55128 15.30082 10.07248  C5 1.040
12 H 8.90244 16.86380 10.07340  C5 1.107
13 C 10.89335 11.52107 6.35143  C14 1.500, H18 1.070, H19 1.173, H20 1.093
14 C 9.77448 10.57915 6.68333  C13 1.500, O15 1.239, N16 1.347
15 O 9.49219 9.61423 5.95964  C14 1.239
16 N 9.10575 10.85772 7.81870  C14 1.347, C17 1.453, H21 0.980
17 C 8.07434 10.00601 8.38508  N16 1.453, H22 1.095, H23 1.122, H24 1.125
18 H 10.66084 12.51210 6.67962  C13 1.070
19 H 10.99517 11.52824 5.18336  C13 1.173
20 H 11.85707 11.13171 6.68994  C13 1.093
21 H 9.31986 11.69766 8.27652  N16 0.980
22 H 7.51790 10.64322 9.07960  C17 1.095
23 H 8.47167 9.06563 8.85092  C17 1.122
24 H 7.39797 9.69472 7.54204  C17 1.125
25 C 12.66775 7.95898 4.77222  C26 1.551, H30 1.116, H31 1.154, H32 1.085
26 C 11.97192 6.65382 5.23989  C25 1.551, O27 1.224, N28 1.337
27 O 12.55325 5.57842 5.29826  C26 1.224
28 N 10.67326 6.79781 5.52402  C26 1.337, C29 1.437, H33 0.999
29 C 9.92748 5.74001 6.14898  N28 1.437, H34 1.111, H35 1.058, H36 1.056
30 H 12.25858 8.44047 3.85267  C25 1.116
31 H 13.73754 7.75405 4.39168  C25 1.154
32 H 12.80558 8.67778 5.57263  C25 1.085
33 H 10.40296 7.75922 5.55406  N28 0.999
34 H 10.05593 5.73631 7.25266  C29 1.111
35 H 10.20541 4.80948 5.72867  C29 1.058
36 H 8.88416 5.87954 6.06939  C29 1.056
37 Cl 12.01405 13.59054 8.94367  C38 1.783
38 C 12.11584 12.12955 9.96007  Cl37 1.783, C39 1.496, H41 1.084, H42 1.100
39 C 13.32409 12.01489 10.83387  C38 1.496, Cl40 1.795, H43 1.162, H44 1.085
40 Cl 13.14210 13.01802 12.31120  C39 1.795
41 H 12.20220 11.25093 9.33148  C38 1.084
42 H 11.23136 12.11152 10.61304  C38 1.100
43 H 14.33888 12.16358 10.28854  C39 1.162
44 H 13.37174 10.99495 11.19961  C39 1.085
45 Cl 12.15654 16.32685 13.63701  C46 1.820
46 C 11.55088 16.32093 11.92046  Cl45 1.820, C47 1.537, H49 1.142, H50 1.054
47 C 12.60268 17.09006 11.10438  C46 1.537, Cl48 1.813, H51 1.138, H52 1.099
48 Cl 11.84096 17.84699 9.64330  C47 1.813
49 H 10.47045 16.68586 11.86116  C46 1.142
50 H 11.46147 15.31600 11.61636  C46 1.054
51 H 13.45405 16.43923 10.72216  C47 1.138
52 H 12.98877 17.95658 11.65845  C47 1.099
53 Cl 11.43013 9.09170 13.00767  C54 1.768
54 C 10.87824 7.72694 12.02933  Cl53 1.768, C55 1.482, H57 1.079, H58 1.043
55 C 11.56071 7.42681 10.74844  C54 1.482, Cl56 1.832, H59 1.066, H60 1.059
56 Cl 11.20518 8.79519 9.58390  C55 1.832
57 H 9.83842 7.95547 11.85285  C54 1.079
58 H 10.91015 6.87782 12.63392  C54 1.043
59 H 11.19450 6.52090 10.32288  C55 1.066
60 H 12.61610 7.34657 10.70689  C55 1.059


Entry from the OMol25 dataset: 4 unconnected molecules or ions with the total composition C25H44N4O8 (ωB97M-V with the def2-TZVPD basis set).

Calculated values
- SMILES: CCCCOOC(=O)N(CC(=O)c1ccccc1)C[C@@H](C)O.CN(C)C=O.CN(C)C=O.CN(C)C=O

Each atom is followed by the atoms it is bonded to, with distances in Å.
Cartesian coordinates (Å):
1 C -6.40767 -0.08177 0.08500  C2 1.546, H23 1.089, H24 1.092, H25 1.092
2 C -6.79900 0.09695 -1.39949  C1 1.546, C3 1.542, H26 1.092, H27 1.092
3 C -6.07319 1.30425 -2.02682  C2 1.542, C4 1.515, H28 1.098, H29 1.093
4 C -4.56459 1.16778 -1.98922  C3 1.515, O5 1.440, H30 1.092, H31 1.092
5 O -4.08355 0.07591 -2.79583  C4 1.440, O6 1.419
6 O -3.64834 -0.98027 -1.95357  O5 1.419, C7 1.400
7 C -2.25015 -1.02910 -2.00938  O6 1.400, O8 1.205, N9 1.420
8 O -1.69466 -1.74373 -2.80556  C7 1.205
9 N -1.60257 -0.17756 -1.07555  C7 1.420, C10 1.473, C19 1.465
10 C -0.90230 0.92917 -1.74977  N9 1.473, C11 1.538, H32 1.093, H33 1.093
11 C -1.31852 2.24588 -1.07264  C10 1.538, O12 1.217, C13 1.504
12 O -1.34493 2.27450 0.14411  C11 1.217
13 C -1.72119 3.46349 -1.85907  C11 1.504, C14 1.371, C18 1.377
14 C -1.88563 4.62583 -1.15183  C13 1.371, C15 1.367, H34 1.083
15 C -2.28036 5.79655 -1.73783  C14 1.367, C16 1.379, H35 1.082
16 C -2.52387 5.79925 -3.09541  C15 1.379, C17 1.361, H36 1.083
17 C -2.34493 4.64756 -3.79897  C16 1.361, C18 1.368, H37 1.085
18 C -1.96215 3.47127 -3.21517  C13 1.377, C17 1.368, H38 1.082
19 C -0.77342 -0.91577 -0.11894  N9 1.465, C20 1.565, H39 1.088, H40 1.098
20 C -1.41965 -1.04243 1.30049  C19 1.565, C21 1.546, O22 1.417, H41 1.100
21 C -0.86681 -0.01905 2.31886  C20 1.546, H42 1.090, H43 1.087, H44 1.091
22 O -2.82526 -0.86647 1.27663  C20 1.417, H45 0.963
23 H -5.52017 -0.70499 0.18821  C1 1.089
24 H -6.24740 0.89925 0.53778  C1 1.092
25 H -7.22847 -0.57541 0.60852  C1 1.092
26 H -6.56595 -0.80045 -1.97558  C2 1.092
27 H -7.86875 0.31645 -1.42190  C2 1.092
28 H -6.34773 2.16412 -1.40190  C3 1.098
29 H -6.46190 1.53523 -3.02239  C3 1.093
30 H -4.25214 0.98614 -0.95860  C4 1.092
31 H -4.07593 2.07487 -2.35212  C4 1.092
32 H 0.18249 0.80819 -1.69492  C10 1.093
33 H -1.13350 0.92299 -2.81838  C10 1.093
34 H -1.71753 4.61172 -0.08185  C14 1.083
35 H -2.39917 6.66744 -1.10750  C15 1.082
36 H -2.85361 6.72588 -3.54764  C16 1.083
37 H -2.52508 4.67952 -4.86887  C17 1.085
38 H -1.85342 2.56449 -3.79498  C18 1.082
39 H 0.23382 -0.51640 -0.01694  C19 1.088
40 H -0.66682 -1.94208 -0.49357  C19 1.098
41 H -1.15699 -2.04208 1.67612  C20 1.100
42 H -1.64514 0.73355 2.44919  C21 1.090
43 H -0.55856 -0.45822 3.26470  C21 1.087
44 H -0.05208 0.51017 1.82140  C21 1.091
45 H -3.20512 -1.30032 0.50551  O22 0.963
46 C 2.24335 -1.42758 -3.59564  O47 1.219, N48 1.344, H51 1.103
47 O 1.57160 -1.01090 -2.66825  C46 1.219
48 N 1.75680 -1.84605 -4.77629  C46 1.344, C49 1.450, C50 1.458
49 C 2.62201 -2.32546 -5.83583  N48 1.450, H52 1.092, H53 1.092, H54 1.088
50 C 0.31622 -1.81687 -4.99998  N48 1.458, H55 1.091, H56 1.084, H57 1.088
51 H 3.34302 -1.49297 -3.53573  C46 1.103
52 H 2.49576 -1.70282 -6.72381  C49 1.092
53 H 2.36318 -3.35684 -6.08339  C49 1.092
54 H 3.66360 -2.28785 -5.52290  C49 1.088
55 H -0.04717 -0.79428 -4.89156  C50 1.091
56 H -0.18058 -2.43686 -4.26227  C50 1.084
57 H 0.08821 -2.18146 -5.99895  C50 1.088
58 C 2.01551 1.94729 4.63759  O59 1.215, N60 1.348, H63 1.104
59 O 1.91081 2.44327 5.74211  C58 1.215
60 N 2.86113 0.94725 4.31863  C58 1.348, C61 1.448, C62 1.455
61 C 2.93514 0.40153 2.97991  N60 1.448, H64 1.093, H65 1.093, H66 1.088
62 C 3.72688 0.39883 5.35204  N60 1.455, H67 1.091, H68 1.090, H69 1.085
63 H 1.40623 2.28770 3.78185  C58 1.104
64 H 2.69156 -0.66349 3.01056  C61 1.093
65 H 3.94696 0.53062 2.58822  C61 1.093
66 H 2.23297 0.90773 2.32085  C61 1.088
67 H 3.11714 0.00418 6.16627  C62 1.091
68 H 4.36382 1.18812 5.75099  C62 1.090
69 H 4.34549 -0.39290 4.94355  C62 1.085
70 C 6.11230 -2.76397 5.67781  O71 1.216, N72 1.347, H75 1.103
71 O 6.26676 -1.55830 5.64603  C70 1.216
72 N 6.41232 -3.60446 4.66883  C70 1.347, C73 1.450, C74 1.453
73 C 6.20428 -5.03574 4.76820  N72 1.450, H76 1.092, H77 1.092, H78 1.088
74 C 6.96271 -3.05294 3.44211  N72 1.453, H79 1.091, H80 1.091, H81 1.087
75 H 5.70143 -3.27900 6.56250  C70 1.103
76 H 7.15571 -5.55601 4.64043  C73 1.092
77 H 5.51151 -5.36234 3.98992  C73 1.092
78 H 5.78925 -5.29208 5.74067  C73 1.088
79 H 7.89442 -2.52979 3.66005  C74 1.091
80 H 6.26040 -2.33705 3.01301  C74 1.091
81 H 7.15115 -3.85080 2.72814  C74 1.087


What are the F_max values for these records? In order: 7.36 3.13 2.04 eV/Å.
What are the Kohn-Sham gap values for these records? In order: 0.2753 0.3464 0.3277 hartree.
What are the DFT total energy values for these records? In order: -898.17433 -3742.50952 -1799.80037 Eh.